(1)
Entry from OMol25: a 2-piece molecular cluster, C3H3NO2 overall (ωB97M-V/def2-TZVPD).

Structure (SMILES): OC1=CO1.C#N
Highest occupied orbital energy, eV: -8.1855
Electronic energy, eV: -8739.8900
Multiplicity: 1
Strongest force on any atom, eV/Å: 1.192
E_LUMO, eV: 0.94
Frontier orbital gap, eV: 9.128

Each line ends with the Mulliken charge.
Element x y z (Å)
O1 -0.454033 -0.688277 1.533124  -0.43
C1 -0.643266 -0.875894 0.253896  0.69
C2 -1.293078 -1.520273 -0.690843  -0.48
O2 -0.052879 -0.433100 -0.849291  -0.41
H1 -0.056596 0.189082 1.709720  0.49
H2 -1.199837 -2.485050 -1.150090  0.20
C3 1.240890 1.945280 -0.292918  0.17
N1 0.943314 1.629981 0.773444  -0.53
H3 1.515485 2.238251 -1.287041  0.29

Cartesian forces (eV/Å) of the 3 atoms listed first:
-0.31 0.17 -0.45
0.40 -0.41 -0.40
-0.79 -0.11 0.18


(2)
Entry from OMol25: one molecule with the formula C3H3NO2 (ωB97M-V/def2-TZVPD).

Structure (SMILES): O=c1cc[nH]o1
Highest occupied orbital energy, eV: -9.8732
Electronic energy, eV: -8741.1796
Multiplicity: 1
Strongest force on any atom, eV/Å: 6.747
E_LUMO, eV: 0.41
Frontier orbital gap, eV: 10.280

Each line ends with the Mulliken charge.
Element x y z (Å)
O1 2.332056 -0.291465 -0.246494  -0.60
C1 1.111955 -0.258234 -0.031590  0.53
C2 0.341811 0.926987 -0.063447  -0.24
C3 -0.910420 0.446543 -0.099633  -0.21
N1 -0.922870 -0.889479 -0.415456  -0.20
O2 0.400019 -1.407417 0.120998  -0.22
H1 1.049533 1.861059 0.312371  0.27
H2 -1.910323 0.939699 -0.042830  0.34
H3 -1.491761 -1.327690 0.466079  0.32

Cartesian forces (eV/Å) of the 3 atoms listed first:
-2.13 -0.28 1.06
5.91 -1.22 -1.40
0.88 2.39 2.50


(3)
Entry from OMol25: one molecule with the formula C3H3NO2 (ωB97M-V/def2-TZVPD).

Highest occupied orbital energy, eV: -8.3938
Electronic energy, eV: -8739.6619
Multiplicity: 1
Strongest force on any atom, eV/Å: 4.045
E_LUMO, eV: 0.26
Frontier orbital gap, eV: 8.657

Each line ends with the Mulliken charge.
Element x y z (Å)
C1 -0.137785 0.584730 0.155585  0.26
C2 1.516447 0.483448 0.464118  -0.33
C3 -1.149529 1.336634 -0.108714  0.54
N1 -0.360832 -0.868241 0.180377  -0.63
O1 -2.140777 1.855888 -0.458280  -0.43
O2 2.084319 -0.287865 -0.328546  -0.18
H1 -0.040640 -1.230856 1.078472  0.22
H2 -1.327437 -1.146467 0.047528  0.22
H3 1.556238 -0.727268 -1.030538  0.32

Cartesian forces (eV/Å) of the 3 atoms listed first:
2.99 -2.72 0.16
-2.21 3.09 1.19
-0.74 0.65 -0.42


(4)
Entry from OMol25: one molecule with the formula C3H3NO2 (ωB97M-V/def2-TZVPD).

Structure (SMILES): N#CCOC=O
Highest occupied orbital energy, eV: -11.4153
Electronic energy, eV: -8741.7732
Multiplicity: 1
Strongest force on any atom, eV/Å: 12.053
E_LUMO, eV: 0.65
Frontier orbital gap, eV: 12.065

Each line ends with the Mulliken charge.
Element x y z (Å)
N1 3.010451 0.117551 -0.383398  -0.45
C1 1.899502 -0.155172 0.038466  0.22
C2 0.602400 -0.404312 0.293238  -0.11
O1 -0.192260 0.842801 0.208659  -0.32
C3 -1.581769 0.450614 -0.228039  0.19
O2 -2.004732 -0.640120 -0.245571  -0.37
H1 0.120020 -0.968029 1.173509  0.30
H2 0.371737 -0.723503 -0.610712  0.25
H3 -2.225353 1.480173 -0.246152  0.28

Cartesian forces (eV/Å) of the 3 atoms listed first:
-6.48 -1.73 2.61
11.51 2.89 -2.13
-5.31 1.48 4.27